This record from the OMol25 dataset describes 17 unconnected molecules or ions with the total composition C36H59Cl32N3O5S in a non-equilibrium geometry. The level of theory is wB97M-V/def2-TZVPD.

Last column: Mulliken charge in e.
Atoms and positions in Å:
C1 -1.890 -2.754 0.092  -0.147
C2 -2.181 -4.095 -0.760  -0.761
C3 -1.190 -4.332 -2.005  -0.356
C4 0.376 -4.290 -1.641  0.374
N1 1.171 -3.300 -2.454  -0.030
C5 1.028 -1.920 -1.934  -0.731
C6 1.607 -1.488 -0.495  0.769
C7 2.408 -2.516 0.428  -0.230
C8 1.805 -2.706 1.896  0.174
O1 0.858 -3.527 2.048  -0.571
O2 2.309 -2.036 3.057  -0.214
C9 1.490 -0.918 3.443  0.756
C10 -0.035 -1.156 3.875  -0.520
O3 2.061 0.215 3.455  -0.597
C11 1.319 0.006 -0.094  -1.062
C12 0.561 1.014 -1.019  0.247
N2 0.216 2.399 -0.844  -0.726
S1 -0.608 3.104 -2.192  0.178
N3 -0.641 1.667 -3.165  -0.511
C13 0.016 0.610 -2.452  0.341
C14 0.277 -0.906 -2.873  0.384
C15 -0.269 -1.322 -4.347  -0.820
C16 0.944 -1.784 -5.320  -0.850
C17 2.238 -0.832 -5.288  0.833
C18 2.052 0.565 -6.060  -0.029
O4 2.726 0.753 -7.133  -0.644
O5 1.231 1.631 -5.617  0.325
C19 0.806 2.491 -6.706  -0.185
C20 -0.571 3.253 -6.285  -0.608
H1 -2.921 -2.276 0.319  0.429
H2 -1.285 -1.960 -0.465  -0.052
H3 -1.453 -3.074 1.099  -0.100
H4 -3.248 -3.972 -1.200  0.361
H5 -2.228 -4.971 -0.019  0.289
H6 -1.455 -3.629 -2.868  -0.034
H7 -1.416 -5.404 -2.392  0.276
H8 0.470 -4.149 -0.508  -0.206
H9 0.820 -5.330 -1.906  0.307
H10 2.182 -3.503 -2.425  0.506
H11 2.448 -3.530 -0.096  0.214
H12 3.477 -2.091 0.564  0.532
H13 -0.052 -2.159 4.456  0.214
H14 -0.470 -0.320 4.518  0.248
H15 -0.639 -1.353 2.908  0.073
H16 1.682 0.393 0.922  0.395
H17 -0.846 -0.438 -4.822  0.319
H18 -1.007 -2.196 -4.310  0.255
H19 1.302 -2.826 -4.957  0.299
H20 0.619 -1.881 -6.414  0.471
H21 3.075 -1.394 -5.862  0.348
H22 2.656 -0.618 -4.246  -0.636
H23 0.544 1.924 -7.679  0.298
H24 1.598 3.323 -6.920  -0.090
H25 -0.515 3.741 -5.253  -0.146
H26 -0.758 4.007 -7.140  0.182
H27 -1.448 2.507 -6.260  0.288
C21 5.230 -1.070 -2.269  -0.434
Cl1 3.487 -1.067 -1.950  0.110
Cl2 5.966 0.469 -1.808  -0.171
H28 5.694 -1.871 -1.694  0.349
H29 5.396 -1.236 -3.334  0.234
C22 2.167 -6.653 2.197  1.133
Cl3 3.710 -7.095 2.941  -0.192
Cl4 2.034 -7.312 0.562  -0.220
H30 1.354 -7.048 2.806  0.275
H31 2.095 -5.567 2.147  -1.005
C23 4.296 -3.920 4.773  0.383
Cl5 5.553 -4.725 5.717  -0.176
Cl6 3.151 -3.070 5.817  -0.117
H32 4.763 -3.200 4.102  0.244
H33 3.756 -4.669 4.194  -0.345
C24 -0.068 0.011 7.614  -0.342
Cl7 -1.756 0.532 7.651  -0.092
Cl8 0.055 -1.750 7.508  -0.136
H34 0.419 0.453 6.745  0.249
H35 0.427 0.346 8.524  0.333
C25 -5.475 1.250 8.512  -0.335
Cl9 -4.786 2.186 7.180  -0.144
Cl10 -7.224 1.486 8.620  -0.158
H36 -5.270 0.194 8.345  0.319
H37 -5.016 1.573 9.446  0.309
C26 0.111 -10.155 2.079  0.187
Cl11 -1.370 -9.297 2.521  -0.158
Cl12 -0.226 -11.473 0.951  -0.161
H38 0.798 -9.453 1.607  -0.147
H39 0.564 -10.567 2.979  0.283
C27 -10.232 2.495 6.952  0.103
Cl13 -10.158 4.092 6.197  -0.121
Cl14 -11.091 1.342 5.925  -0.161
H40 -9.217 2.135 7.116  -0.116
H41 -10.753 2.578 7.905  0.281
C28 7.708 0.582 -5.428  -0.471
Cl15 6.017 1.092 -5.379  -0.038
Cl16 7.841 -1.178 -5.544  -0.086
H42 8.188 1.031 -6.296  0.324
H43 8.204 0.915 -4.517  0.297
C29 9.096 -4.140 -7.680  -0.271
Cl17 7.771 -3.466 -8.635  -0.130
Cl18 8.622 -4.357 -5.991  -0.152
H44 9.376 -5.107 -8.096  0.302
H45 9.946 -3.460 -7.725  0.250
C30 -2.880 5.234 5.784  0.123
Cl19 -1.680 6.158 6.695  -0.159
Cl20 -2.163 4.501 4.344  -0.136
H46 -3.277 4.445 6.421  -0.100
H47 -3.684 5.902 5.478  0.278
C31 0.984 3.989 -9.988  -0.086
Cl21 -0.756 3.999 -9.677  -0.158
Cl22 1.723 5.528 -9.529  -0.133
H48 1.443 3.189 -9.406  0.054
H49 1.153 3.816 -11.050  0.346
C32 1.271 -3.834 10.167  -0.095
Cl23 2.522 -4.631 11.128  -0.163
Cl24 0.121 -2.976 11.200  -0.151
H50 1.743 -3.119 9.494  0.141
H51 0.735 -4.586 9.589  0.262
C33 -13.014 6.643 6.467  0.261
Cl25 -13.563 6.883 8.130  -0.157
Cl26 -12.711 8.189 5.664  -0.169
H52 -12.092 6.063 6.480  -0.206
H53 -13.782 6.102 5.916  0.298
C34 2.084 5.628 -3.942  -0.306
Cl27 0.429 6.189 -4.197  -0.160
Cl28 2.686 4.763 -5.358  -0.065
H54 2.724 6.488 -3.750  0.351
H55 2.103 4.955 -3.085  0.224
C35 -9.267 8.022 6.386  0.130
Cl29 -8.172 9.318 6.884  -0.173
Cl30 -8.730 7.278 4.874  -0.154
H56 -9.292 7.261 7.165  0.220
H57 -10.264 8.437 6.241  -0.033
C36 4.261 8.200 -9.359  -0.071
Cl31 3.713 8.432 -7.694  -0.132
Cl32 4.556 9.750 -10.156  -0.167
H58 5.185 7.624 -9.350  0.288
H59 3.494 7.658 -9.911  0.084

As for the highest occupied orbital energy: -8.53 eV.

This record from the OMol25 dataset describes 3 unconnected molecules or ions with the total composition C36H59NO8P in a non-equilibrium geometry. The level of theory is wB97M-V/def2-TZVPD.

Last column: Mulliken charge in e.
Atoms and positions in Å:
C1 -1.341 -1.882 3.794  -1.054
C2 -0.448 -0.650 3.883  -0.413
O1 0.172 -0.446 2.619  0.162
C3 0.958 0.732 2.568  -1.904
C4 0.780 1.545 1.249  0.129
C5 -0.111 0.878 0.134  1.883
C6 0.813 0.701 -1.096  -1.370
C7 0.163 0.465 -2.468  -1.529
C8 0.253 -0.982 -3.009  0.394
C9 1.410 -1.118 -4.020  -1.932
C10 0.273 -2.072 -1.917  0.436
C11 1.679 -2.585 -1.525  -0.464
C12 1.684 -2.981 -0.063  -0.292
C13 2.759 -3.561 0.569  0.046
C14 3.240 -4.931 0.173  -1.386
C15 3.440 -2.852 1.705  -1.005
C16 -1.357 1.797 -0.081  -0.441
C17 -2.752 1.149 -0.163  -0.928
C18 -2.918 0.008 -1.146  -0.575
C19 -3.266 0.330 -2.461  -0.086
C20 -3.452 -0.643 -3.426  -0.821
C21 -3.290 -1.981 -3.081  -0.831
C22 -2.973 -2.309 -1.773  -0.289
C23 -2.793 -1.337 -0.792  0.605
C24 -2.481 -1.767 0.620  -0.738
N1 -1.337 2.504 1.279  0.294
P1 -2.726 3.559 1.796  0.265
C25 -2.333 5.338 1.819  -1.134
C26 -3.436 2.922 3.364  -0.872
C27 0.094 2.886 1.531  -0.374
C28 0.581 4.204 0.904  -1.243
C29 1.595 3.999 -0.219  0.643
C30 1.796 5.202 -1.089  -1.034
O2 1.047 3.889 -1.474  -0.385
H1 -2.356 -1.617 3.500  0.220
H2 -1.390 -2.406 4.747  0.535
H3 -0.956 -2.563 3.035  0.038
H4 0.307 -0.818 4.656  0.395
H5 -1.062 0.219 4.157  0.248
H6 2.009 0.440 2.639  0.290
H7 0.749 1.342 3.453  0.480
H8 1.783 1.578 0.843  1.043
H9 -0.492 -0.110 0.374  -0.511
H10 1.442 1.586 -1.187  0.535
H11 1.500 -0.105 -0.836  0.529
H12 -0.864 0.825 -2.492  0.064
H13 0.692 1.099 -3.184  0.675
H14 -0.650 -1.151 -3.600  -0.027
H15 1.069 -0.708 -4.971  0.524
H16 1.599 -2.174 -4.210  0.382
H17 2.312 -0.602 -3.695  0.358
H18 -0.287 -2.932 -2.280  0.993
H19 -0.167 -1.691 -0.998  -1.072
H20 1.982 -3.412 -2.175  0.770
H21 2.412 -1.780 -1.606  0.086
H22 0.780 -2.822 0.529  0.370
H23 2.695 -5.272 -0.705  0.372
H24 2.932 -5.580 0.998  0.325
H25 4.323 -5.019 0.049  0.359
H26 3.731 -1.847 1.413  0.263
H27 2.714 -2.734 2.528  0.108
H28 4.268 -3.424 2.122  0.438
H29 -1.167 2.464 -0.922  0.476
H30 -3.069 0.785 0.817  0.445
H31 -3.431 1.929 -0.498  0.983
H32 -3.373 1.375 -2.733  0.414
H33 -3.727 -0.359 -4.432  0.428
H34 -3.440 -2.744 -3.832  0.402
H35 -2.856 -3.358 -1.528  0.525
H36 -2.684 -2.829 0.697  0.070
H37 -3.136 -1.284 1.348  0.605
H38 -1.432 -1.658 0.889  -0.237
H39 -1.439 1.687 1.895  -0.121
H40 -1.393 5.612 2.301  0.376
H41 -3.175 5.830 2.303  0.433
H42 -2.285 5.687 0.790  0.368
H43 -3.398 3.678 4.147  0.432
H44 -4.477 2.711 3.138  0.340
H45 -2.978 1.984 3.682  0.127
H46 0.077 3.089 2.605  1.137
H47 -0.200 4.746 0.376  -0.018
H48 1.106 4.803 1.646  0.326
H49 2.486 3.415 -0.007  0.397
H50 2.502 5.161 -1.909  0.240
H51 0.926 5.810 -1.306  0.348
C31 4.963 4.092 -3.828  -0.031
C32 5.878 5.255 -3.494  -0.321
O3 7.107 4.594 -3.196  -0.332
C33 7.107 3.387 -3.819  0.598
O4 8.043 2.669 -3.905  -0.492
O5 5.874 3.118 -4.328  -0.345
H52 4.216 4.338 -4.579  0.314
H53 4.462 3.684 -2.946  0.052
H54 6.030 5.923 -4.344  0.266
H55 5.542 5.839 -2.641  0.293
C34 -4.512 -5.988 2.414  -0.325
C35 -3.535 -6.601 3.398  -0.367
O6 -2.272 -6.305 2.793  -0.358
C36 -2.427 -5.235 1.987  0.622
O7 -1.534 -4.641 1.469  -0.420
O8 -3.737 -4.924 1.845  -0.327
H56 -5.410 -5.596 2.884  0.300
H57 -4.796 -6.678 1.619  0.277
H58 -3.574 -6.126 4.379  0.253
H59 -3.659 -7.674 3.517  0.299

As for the charge: +1. As for the highest occupied orbital energy: -8.74 eV.

The records above give, respectively, HOMO-LUMO gap values of 0.25757, 0.24126 Ha.